The following is a quantum chemistry calculation of one molecule with the formula C3H2Cl2N2O3 in a non-equilibrium geometry, from the OMol25 dataset.

```
12
Properties=species:S:1:pos:R:3:forces:R:3
C -0.84580 1.24919 -0.14621 -0.2 -0.1 -0.1
C 1.36024 0.17429 -0.09245 0.2 0.4 -0.2
C -1.36944 -0.16924 0.03331 2.9 -1.1 0.6
N 0.50371 1.29733 -0.21217 0.5 0.0 0.0
N 0.69735 -0.86743 0.47683 -3.7 0.1 0.6
O -1.57769 2.19968 -0.21207 -0.2 0.1 0.0
O 2.52809 0.24914 -0.35304 0.4 -0.1 -0.4
O 0.99283 -2.12051 0.03324 0.2 0.2 -0.5
Cl -2.26645 -0.45994 1.44420 -0.1 0.0 0.0
Cl -1.81900 -1.02870 -1.35738 0.0 0.1 0.0
H 0.93358 2.19626 -0.39911 0.0 -0.2 0.1
H 0.86258 -2.72005 0.78487 0.0 0.4 0.0
```
Positions in Å, forces in eV/Å.

Output
- Kohn-Sham gap (spin up / spin down) (Ha) = 0.3005 / 0.3006
- net charge = 0

These are the Löwdin partial charges, in e, on atoms 1 to 5: -0.582, -0.549, -1.046, 0.187, 0.000

=====

The following is a quantum chemistry calculation of one molecule with the formula C16H22FNO in a non-equilibrium geometry, from the OMol25 dataset.

```
41
Properties=species:S:1:pos:R:3:forces:R:3
F -1.78415 -5.32558 0.34701 0.4 -0.5 -0.2
O 0.82445 -1.58566 -0.88207 2.2 0.7 -0.9
C -1.57828 -1.54748 3.25087 -2.0 5.7 0.4
C -1.93193 -0.14567 3.41884 1.1 -6.7 0.5
C -0.44927 -3.54503 -0.38368 1.2 0.6 1.2
C -1.84585 -3.46865 1.80524 3.9 0.0 -4.4
C -0.38692 -1.55703 1.12559 -0.5 -2.5 -1.6
C -1.22805 -4.12466 0.60910 -3.3 0.6 1.5
C 0.02529 -2.23480 -0.05919 -1.9 -0.3 2.1
C -1.29412 -2.21506 1.97518 0.2 0.8 1.6
N -1.56598 1.65587 4.74003 0.1 0.0 2.0
C -2.16033 0.28035 4.84309 -0.5 2.2 -1.2
C 0.15076 -0.64781 -1.69946 -0.5 -1.9 -1.8
C 2.24817 2.96654 -2.90507 0.7 0.8 -2.4
C 3.09706 1.73179 -2.61506 -0.5 -0.5 0.1
C 0.83260 2.73798 -3.43707 1.4 -1.2 -0.3
C 2.34143 0.81370 -1.64014 1.1 -1.6 -0.7
C 0.18536 1.66900 -2.55510 0.8 0.5 -1.4
C 1.00256 0.40896 -2.36622 0.8 0.6 2.4
H -1.64752 -2.08552 4.19917 0.3 -0.2 -0.5
H -2.11009 0.59999 2.64951 0.2 -0.4 -0.1
H -0.00569 -4.10802 -1.24531 -0.8 0.6 0.9
H -2.57103 -3.84438 2.47456 -0.4 -0.8 0.3
H -0.01954 -0.58700 1.38908 0.3 0.3 0.0
H -1.84596 2.22378 5.52191 0.1 0.2 0.4
H -1.72664 2.24066 3.93682 -0.5 -0.6 -0.5
H -3.30005 0.30449 5.02968 1.6 -0.1 0.2
H -1.58044 -0.28079 5.63258 -0.9 0.4 -1.0
H -0.68246 -0.28149 -1.18672 -1.1 1.2 1.3
H -0.35838 -1.31563 -2.45903 0.5 0.9 0.0
H 2.07155 3.60545 -2.08190 0.5 0.4 1.6
H 2.84101 3.57897 -3.62054 -0.5 -0.1 0.3
H 4.10652 2.04152 -2.34623 -0.1 0.1 0.8
H 3.34622 1.09289 -3.47890 -0.6 0.5 -0.4
H 0.89850 2.47771 -4.49695 -0.2 -0.6 0.0
H 0.22315 3.62244 -3.45418 -0.1 0.7 0.4
H 3.00781 -0.09502 -1.43461 -1.2 1.1 -0.1
H 2.18240 1.33691 -0.71557 -0.3 0.1 0.6
H 0.10029 2.11052 -1.58565 -0.7 0.3 0.8
H -0.73928 1.51689 -3.05098 -1.4 -0.7 0.2
H 1.32682 -0.02110 -3.24866 0.6 -0.6 -2.2
```
Positions in Å, forces in eV/Å.

Output
- Kohn-Sham gap (Ha) = 0.3396
- SMILES string = NC/C=C/c1cc(F)cc(OCC2CCCCC2)c1
- net charge = 0

These are the Löwdin partial charges, in e, on atoms 1 to 5: 0.032, -0.052, -0.034, -0.076, 0.073

=====

The following is a quantum chemistry calculation of C55H50N7O2P2PbSSi2 as an isolated structure in a non-equilibrium geometry, from the OMol25 dataset.

```
120
Properties=species:S:1:pos:R:3:forces:R:3
Pb -0.98408 -1.32599 0.03233 0.2 0.1 -0.3
O 2.03311 -1.13701 2.42495 0.1 0.1 -0.1
S 1.98659 -0.27079 1.20484 0.2 0.0 0.3
C 2.13084 1.42563 1.86124 0.4 -0.3 0.0
C 3.34862 2.05686 2.07038 0.1 0.1 0.0
C 3.41705 3.19989 2.85255 -0.2 0.0 0.0
C 2.26839 3.66759 3.47830 0.0 -0.1 -0.1
C 1.04773 3.06086 3.21658 0.1 0.1 0.3
C 0.95402 1.97023 2.36055 -0.4 -0.1 0.0
P -0.63503 1.34131 1.66111 -0.5 0.8 -0.1
C -1.91235 1.67338 2.95033 0.1 -0.1 0.1
C -2.32562 2.91966 3.42529 0.0 0.1 -0.1
C -3.32999 3.01525 4.37669 0.0 0.0 0.0
C -3.96229 1.87187 4.85359 0.0 0.0 0.0
C -3.58619 0.63036 4.36759 0.0 0.0 0.0
C -2.56774 0.54341 3.42888 0.1 0.0 0.1
C -0.93003 2.68777 0.43135 -0.8 -0.6 0.2
C -0.72681 4.04636 0.68161 -0.5 0.6 0.3
C -1.04050 4.99713 -0.27375 -0.2 -0.1 0.6
C -1.52841 4.61001 -1.51643 -0.7 -0.3 0.2
C -1.68754 3.26462 -1.79667 -2.0 0.4 1.0
C -1.39889 2.31403 -0.82643 -0.6 0.0 0.8
C 3.60622 -0.38287 0.43352 -0.2 -0.2 0.2
C 4.66608 -0.83059 1.21281 0.1 -0.1 0.0
C 5.92115 -0.93567 0.64171 0.0 0.1 -0.1
C 6.10008 -0.58481 -0.69816 -0.1 0.0 0.1
C 5.02144 -0.16718 -1.46049 0.0 0.0 0.0
C 3.73965 -0.08179 -0.91146 -0.2 0.3 -0.2
P 2.21935 0.58973 -1.79604 0.7 -0.1 0.1
C 2.94132 2.22436 -2.23027 -0.2 0.1 -0.1
C 3.64475 2.55083 -3.34273 0.1 0.0 0.0
C 4.07207 3.91191 -3.57896 0.1 0.0 0.0
C 3.85545 4.92782 -2.72246 0.0 -0.1 0.1
C 3.07058 4.72073 -1.49126 0.2 0.4 0.1
C 2.63238 3.29044 -1.32434 -0.5 0.2 0.0
C 2.34784 -0.28970 -3.40807 -0.1 -0.1 0.1
C 1.59979 0.21279 -4.47558 -0.1 0.2 -0.1
C 1.55247 -0.46035 -5.68607 0.0 -0.1 0.0
C 2.23830 -1.65780 -5.85311 0.0 0.0 0.0
C 2.96438 -2.17757 -4.79282 0.0 0.0 0.0
C 3.01411 -1.50199 -3.57891 0.0 0.0 0.0
H 4.25117 1.66905 1.61732 0.0 0.0 0.0
H 4.36511 3.70461 2.98776 0.0 0.0 0.0
H 2.31578 4.50956 4.15782 0.0 0.0 0.0
H 0.16388 3.43075 3.71662 -0.1 0.0 -0.1
H -1.90159 3.83307 3.02829 0.0 -0.1 0.0
H -3.63000 3.99097 4.73931 0.0 0.0 0.0
H -4.75511 1.95447 5.58685 0.0 0.0 0.0
H -4.08602 -0.27471 4.69407 0.0 0.0 0.0
H -2.29399 -0.42694 3.04168 0.0 -0.1 0.0
H -0.26948 4.37563 1.60516 -0.1 0.0 0.0
H -0.88582 6.04661 -0.05607 0.1 0.0 0.0
H -1.75469 5.35443 -2.26895 0.0 0.0 0.0
H -2.01931 2.94566 -2.77573 -0.2 0.0 0.3
H -1.50527 1.26695 -1.07306 0.0 0.0 0.0
H 4.47928 -1.09102 2.24763 0.0 0.0 0.0
H 6.76144 -1.27703 1.23409 0.0 0.0 0.0
H 7.08605 -0.63442 -1.14511 0.0 0.0 0.0
H 5.16771 0.10087 -2.49983 0.0 0.0 0.0
H 3.91799 1.79282 -4.06634 -0.1 0.0 0.0
H 4.64168 4.10364 -4.48216 0.0 0.0 0.0
H 4.27223 5.90753 -2.91748 0.0 0.0 0.0
H 3.35647 5.26781 -0.58924 0.0 0.0 -0.1
H 0.80990 2.81738 -0.56588 0.4 0.1 -0.3
H 1.04679 1.13799 -4.34185 0.0 -0.1 0.0
H 0.96750 -0.05211 -6.50094 0.0 0.0 0.0
H 2.21135 -2.17754 -6.80287 0.0 0.0 0.0
H 3.49457 -3.11590 -4.90284 0.0 0.0 0.0
H 3.58530 -1.92942 -2.76550 0.0 0.0 0.0
C -1.56382 -4.76729 1.77105 0.1 0.0 -0.2
Si -1.64229 -2.89580 2.12102 -0.4 -0.3 0.2
C -0.74799 -2.69611 3.77690 0.2 0.2 0.0
C -3.52142 -2.69852 2.45799 0.0 0.1 0.0
C -4.08597 -3.37023 3.55129 0.0 0.0 0.0
C -5.45290 -3.37091 3.78310 0.0 0.0 0.0
C -6.29136 -2.67507 2.91972 0.0 0.0 0.0
C -5.74529 -1.98316 1.84990 0.0 0.0 0.0
C -4.36777 -1.97975 1.59516 0.0 -0.1 0.0
Si -3.69806 -1.00656 0.08576 -0.5 0.0 0.3
C -4.40686 0.73602 0.33241 0.1 0.1 -0.1
C -4.75989 -1.66896 -1.34924 0.1 -0.1 -0.2
H -2.22401 -5.30389 2.45871 0.0 0.0 0.0
H -0.54925 -5.15553 1.89359 0.0 0.0 0.0
H -1.89636 -4.98529 0.75151 0.0 0.0 0.0
H -1.37313 -2.99545 4.62296 0.0 0.0 0.0
H -0.41486 -1.66930 3.94427 0.0 0.0 0.0
H 0.15368 -3.31518 3.77443 0.0 0.0 0.0
H -3.43907 -3.91149 4.23716 0.0 0.0 0.0
H -5.86347 -3.90788 4.63082 0.0 0.0 0.0
H -7.36282 -2.66998 3.08402 0.0 0.0 0.0
H -6.41132 -1.42557 1.19682 0.0 0.0 0.0
H -5.47914 0.68389 0.54983 0.0 0.0 0.0
H -4.27256 1.34265 -0.56803 0.0 0.0 0.0
H -3.92578 1.26917 1.15426 0.0 0.0 0.0
H -5.81101 -1.41159 -1.19006 0.0 0.0 0.0
H -4.68871 -2.75797 -1.41975 0.0 0.0 0.0
H -4.45947 -1.24367 -2.31261 0.0 0.0 0.0
N -0.55721 -5.23716 -2.61094 0.1 0.0 -0.1
C -1.65986 -4.75320 -3.28028 0.0 0.0 0.1
C -2.04082 -3.64439 -2.59197 0.1 0.1 0.0
N -1.19287 -3.43548 -1.52918 -0.1 -0.2 0.0
C -0.30255 -4.39474 -1.57138 -0.1 -0.2 0.0
C 0.76386 -4.64837 -0.60826 0.0 -0.1 0.0
N 1.38298 -3.75804 0.11828 0.0 0.1 -0.1
C 2.24854 -4.45821 0.91502 0.0 0.0 0.1
C 2.15321 -5.79660 0.65737 0.0 0.1 0.0
N 1.20265 -5.91248 -0.32810 0.1 0.1 -0.1
H 0.07451 -5.93693 -2.95797 0.0 0.0 0.0
H -2.06051 -5.23231 -4.15593 0.0 0.0 0.0
H -2.86153 -2.97521 -2.78282 0.0 0.0 0.0
H 2.87247 -3.95061 1.63345 0.0 0.0 0.0
H 2.65896 -6.65292 1.06828 0.0 0.0 0.0
H 0.83137 -6.77142 -0.69223 -0.1 0.0 0.1
O 0.18316 2.26619 -2.59434 1.2 -0.4 -1.0
N 0.06835 3.35826 -3.25558 1.8 0.3 -1.0
C 0.73752 4.38329 -2.76881 0.6 0.2 -0.8
C 0.58637 5.63141 -3.46875 0.2 -0.1 -0.1
N 0.50083 6.65979 -3.98727 0.0 -0.2 0.1
C 1.60675 4.41333 -1.60496 0.2 -1.0 0.0
N 1.53347 3.52779 -0.41159 0.9 0.0 -0.2
```
Positions in Å, forces in eV/Å.

Output
- Kohn-Sham gap (Ha) = 0.2142
- net charge = -1

These are the Löwdin partial charges, in e, on atoms 1 to 5: 0.737, -0.511, 0.776, -0.351, -0.062

=====

The following is a quantum chemistry calculation of C18H17F6N4O6PPtS5 as an isolated structure, from the OMol25 dataset.

```
58
Properties=species:S:1:pos:R:3:forces:R:3
Pt -0.74106 1.53524 0.83376 0.0 0.4 0.5
F 2.73190 4.27677 -1.86310 0.0 0.0 0.0
C 2.02560 4.12237 -0.77509 0.0 0.0 0.1
F 2.80171 3.88160 0.26334 0.0 0.0 0.0
F 1.25388 5.16095 -0.55067 0.0 0.0 0.0
S 0.90876 2.61179 -1.02829 0.0 -0.1 0.0
O -0.46866 3.01149 -0.54087 0.1 -0.1 -0.1
O 1.02704 2.18526 -2.37053 0.1 0.1 0.1
N 1.20628 1.55683 0.16217 -0.2 -0.2 -0.4
S 2.33106 0.35137 0.06341 0.2 0.2 0.0
O 1.65057 -0.88713 0.28782 0.0 0.0 0.0
O 3.17616 0.58270 -1.05660 -0.1 -0.1 0.1
C 3.31352 0.67688 1.63208 0.0 0.0 0.0
F 2.61807 1.47437 2.43690 0.0 -0.1 0.0
F 4.45330 1.24411 1.30997 0.0 0.0 0.0
F 3.51814 -0.48074 2.23085 0.1 0.0 0.0
C -4.79440 4.87253 4.18835 0.0 0.0 0.0
C -4.23578 3.45492 4.31621 0.0 0.0 0.0
C -3.84769 2.86943 3.00011 0.0 0.0 0.0
N -2.68009 2.42723 2.70947 0.0 -0.1 0.0
N -2.61557 1.94558 1.41814 0.1 0.1 0.1
C -3.73826 2.04641 0.73446 0.0 0.0 -0.1
N -3.88480 1.66501 -0.53664 0.0 0.0 0.0
S -4.99283 2.74028 1.67744 0.0 0.0 0.0
H -5.03776 5.26224 5.17416 0.0 0.0 0.0
H -5.70886 4.89399 3.59347 0.0 0.0 0.0
H -4.06800 5.54119 3.72739 0.0 0.0 0.0
H -4.97382 2.79932 4.78440 0.0 0.0 0.0
H -3.34251 3.43660 4.93998 0.0 0.0 0.0
H -3.12453 1.22883 -1.02977 0.0 0.0 0.0
H -4.76032 1.78017 -1.01672 0.0 0.0 0.0
S -1.54405 -2.75229 -3.27756 0.0 0.0 0.0
P 0.02335 -2.29889 -1.99897 0.1 0.1 0.0
S -0.91753 -0.58349 -1.52395 -0.2 -0.2 -0.1
C 1.52535 -2.08496 -2.89578 0.1 0.0 0.0
C 2.70552 -2.67496 -2.43771 0.0 0.0 -0.1
C 3.87841 -2.45455 -3.13908 0.0 0.0 0.0
C 3.86832 -1.66348 -4.28106 0.0 0.0 0.0
C 2.69192 -1.07571 -4.73189 0.0 0.0 0.0
C 1.51374 -1.27654 -4.03796 0.0 0.0 0.0
C 0.08216 -3.57179 -0.77356 0.0 0.0 0.1
C 0.42843 -4.86447 -1.18433 0.0 0.0 0.1
C 0.46101 -5.87860 -0.24471 0.0 0.0 0.0
C 0.15159 -5.60455 1.08312 0.0 0.0 0.0
C -0.19603 -4.32094 1.48348 0.0 0.0 0.0
C -0.23951 -3.29577 0.55478 -0.1 0.0 0.0
H 2.71051 -3.28280 -1.54330 0.0 0.0 0.0
H 4.80180 -2.89901 -2.79449 0.0 0.0 0.0
H 4.78884 -1.49951 -4.82512 0.0 0.0 0.0
H 2.69753 -0.45767 -5.61871 0.0 0.0 0.0
H 0.60112 -0.79457 -4.36861 0.0 0.0 0.0
H 0.67003 -5.07398 -2.21952 0.0 0.0 0.0
H 0.72505 -6.88261 -0.54629 0.0 0.0 0.0
H 0.17698 -6.40300 1.81246 0.0 0.0 0.0
H -0.43660 -4.12477 2.51915 0.0 0.0 0.0
H -0.51472 -2.28967 0.84794 0.0 -0.1 0.0
O -0.80378 0.06268 2.37678 0.1 0.0 -0.1
O 0.14945 -0.22171 3.04932 -0.1 0.0 0.0
```
Positions in Å, forces in eV/Å.

Output
- spin multiplicity = 5
- Kohn-Sham gap (spin up / spin down) (Ha) = 0.3049 / 0.2096
- net charge = +2

These are the Löwdin partial charges, in e, on atoms 1 to 5: 1.104, 0.210, -0.668, 0.183, 0.199

=====

How do the records compare in calculated total energy? In the order shown, they have -37307.893, -23200.758, -122784.310, -120181.968 eV.